[1]
Below is 4 unconnected molecules or ions with the total composition C50H39F3NO8 in a non-equilibrium geometry, with properties calculated with the ωB97M-V functional and the def2-TZVPD basis.

The maximum force comes out at 9.2 eV Å⁻¹. The calculation puts the HOMO-LUMO gap at 7.43 eV. The value obtained for the energy above the lowest of the compared OMol25 structures with the same formula, charge and spin is 3.6447 eV.

Geometry as ORCA input:
```
! wB97M-V def2-TZVPD RIJCOSX def2/J DEFGRID3
* xyz 1 1
H 3.7189 0.4655 -7.6459
C 7.7769 -3.7794 -5.5993
C -7.7535 -0.3259 -0.2866
O -8.5466 1.4290 -2.3122
N -1.9049 -0.7546 -1.3693
C -9.2669 6.0204 -0.4724
H 0.5575 -1.7351 4.1886
H 2.3984 5.2653 3.9258
C 1.5376 1.3783 5.1720
H 7.6230 -0.9922 -8.6979
H -9.0589 3.7750 -3.0180
H -1.0522 -2.4944 -0.1803
H -6.8917 -1.2518 2.8724
C 2.5621 4.6611 7.7556
C -3.3971 -2.6992 -0.5144
H 5.7100 0.5199 -9.1297
C 4.5626 -0.1924 -7.4493
C -8.7118 3.3201 -0.9303
F -4.0495 -4.0932 1.4744
H 2.6086 4.5017 8.8316
H 2.9340 7.1394 5.4537
C 2.7438 6.1481 5.8591
O 4.6180 -2.8063 -4.1730
C 0.8726 -0.9296 4.8483
H -1.6263 -2.8284 -1.9450
C 1.8300 2.7107 4.6071
C 2.3408 -1.2802 0.7096
H -2.8921 -0.3742 -1.4120
C -8.9459 5.1828 0.5967
H -9.5361 6.1698 -2.6063
C -9.0273 4.1644 -2.0018
H 1.5097 -0.3136 8.1315
C 2.2657 3.5971 6.8951
H 0.8141 -2.1509 6.6239
H -4.2439 -2.0533 -1.0280
H -7.8412 -0.7429 -1.2885
O 8.8260 -2.8037 -7.4595
C -1.1186 0.1805 -0.4776
H 2.0168 -2.8526 -0.9085
H -3.5616 -3.8085 -0.9226
H -1.2135 1.2641 -0.9688
F -4.8129 -1.7502 1.3845
C 8.7622 -5.5986 -4.3402
C 4.5276 -1.0637 -6.3584
C 6.6523 -4.6490 -3.6409
C 5.6794 -0.1639 -8.2841
C 1.0138 -1.1623 6.2160
H 1.0199 0.9204 -0.2001
C 6.7173 -1.9018 -6.9535
C -8.2760 2.9615 1.4971
C 1.1382 0.3372 4.3238
H 4.4219 -3.0436 1.0263
H 3.6532 -1.0775 -5.7096
C 4.1904 -3.1576 -0.1291
O -8.2305 3.4093 2.6362
C 2.9268 -2.2035 -0.5551
H 3.2608 -1.4545 -1.4020
H 5.8145 -4.6320 -2.9461
H 1.0285 0.5098 3.2543
C 2.1907 3.8147 5.5199
F -2.4889 -2.3430 1.9330
H -7.4307 1.1280 3.2971
C -7.5251 0.7254 2.2898
C -8.0449 1.0247 -0.0536
C 5.5705 -2.8247 -4.9429
H -7.1129 -2.1909 0.5837
C -7.2212 -0.6169 2.0528
C 1.4062 -0.1257 7.0641
H -1.5257 -0.6874 -2.3455
H 9.6555 -4.7327 -6.0974
H -9.4871 7.0703 -0.2919
H 7.6544 -6.2558 -2.6118
H 3.0175 6.7625 7.9073
H -8.9179 5.5862 1.6074
C 7.8462 -2.8249 -6.7235
H -1.5778 0.3072 0.6135
C 2.4417 5.0909 4.9995
H 9.5634 -6.3208 -4.1995
C 0.5038 -0.1325 -0.4231
C -8.6563 3.8317 0.3656
C 1.6591 1.1497 6.5419
C 6.6912 -3.7619 -4.7246
C 5.6100 -1.9169 -6.1067
C -7.9432 1.5471 1.2349
O 2.1587 2.0459 8.6546
C -3.6670 -2.6838 1.1027
C -1.8801 -2.2096 -0.9566
C 2.0388 2.2485 7.4518
O 0.8956 -1.0047 0.7132
C 2.7946 5.9357 7.2365
C 7.6883 -5.5646 -3.4511
C -7.3426 -1.1436 0.7672
C -9.2983 5.5141 -1.7716
H 3.8909 -4.2657 -0.4227
H 5.1709 -2.8678 -0.7390
O 1.7674 2.9002 3.3986
C 6.7567 -1.0166 -8.0390
O 3.1752 -0.8113 1.6489
H 0.9300 -0.4784 -1.4598
C 8.8114 -4.7038 -5.4103
C -8.4441 1.8899 -1.1811
*
```

Atomic partial charges in e from the Mulliken method, atoms 1 to 5:
1 H 0.3832
2 C 0.3893
3 C -0.7961
4 O -0.6772
5 N -0.0747

=====

[2]
Below is 2 unconnected molecules or ions with the total composition C2BrClF4N2 in a non-equilibrium geometry, with properties calculated with the ωB97M-V functional and the def2-TZVPD basis.

The maximum force comes out at 3.5 eV Å⁻¹. The calculation puts the HOMO-LUMO gap at 8.63 eV. The value obtained for the energy above the lowest of the compared OMol25 structures with the same formula, charge and spin is 2.1944 eV.

Geometry as ORCA input:
```
! wB97M-V def2-TZVPD RIJCOSX def2/J DEFGRID3
* xyz 0 1
F 0.7023 3.1128 -0.1916
N -0.7626 -0.1242 -0.7028
Br 3.2831 0.1028 0.4391
N -0.3132 1.0502 -0.4846
F -0.4136 -1.6899 0.9147
C 0.5417 1.8249 -0.2392
F -2.2648 -1.7333 -0.2360
F -2.1409 -0.2769 1.1601
C -1.3572 -0.8964 0.2529
Cl 2.7253 -1.3699 -0.9127
*
```

Atomic partial charges in e from the natural (NBO) method, atoms 1 to 5:
1 F -0.2458
2 N -0.3679
3 Br 0.1078
4 N -0.0763
5 F -0.3377

=====

[3]
Below is a molecular structure, C55H47INOOsP3Te in a non-equilibrium geometry, with properties calculated with the ωB97M-V functional and the def2-TZVPD basis.

The maximum force comes out at 1.9 eV Å⁻¹. The calculation puts the HOMO-LUMO gap (alpha / beta) at 6.07 / 4.86 eV.

Geometry as ORCA input:
```
! wB97M-V def2-TZVPD RIJCOSX def2/J DEFGRID3
* xyz 2 5
H 4.2240 -3.4477 0.5953
H -1.7314 -4.5854 -1.9734
C -2.8253 4.6718 0.2831
C 2.3290 5.2357 0.9663
H 6.3161 -3.2785 1.7274
C 4.4608 -0.0530 5.4618
N 4.6028 1.1354 7.5295
H 7.0963 -1.1131 2.6987
P -0.6333 1.3643 1.2478
H 3.6755 -6.4513 2.2705
H 4.7889 -0.9002 4.8822
C 3.9159 -0.1347 1.7264
H 1.6292 6.0266 1.2064
H 1.1648 -2.4024 -2.3664
C 3.6725 5.3718 1.2936
H 3.9258 0.6784 1.0016
H -0.5662 -6.5546 -2.9058
H 3.1302 -4.1178 2.7329
H -2.4570 0.5949 5.7458
P 1.6999 -2.0762 1.5110
C 0.8977 -6.5642 -1.3459
C 4.9818 -1.4117 -2.3777
C 2.5879 -2.2032 5.5360
H -0.0060 4.0787 5.3169
C -1.2454 2.3623 5.6765
C 3.4575 -1.4179 0.9574
H -0.5570 -0.0570 -4.6697
C 0.4000 -1.8698 -2.9364
C 5.2807 -0.1275 2.3117
C 4.1255 3.2125 0.3190
O 0.5804 0.1006 -1.5139
H -0.9283 1.8386 -1.5253
H -3.3617 5.4626 0.7906
C -0.4465 3.1854 4.8915
C 1.6863 -3.9007 1.1850
C -2.8430 4.6017 -1.1020
H 1.3363 -7.5128 -1.6286
C 4.0820 -1.9326 -1.5187
C 2.7706 3.0546 0.0290
C 4.4727 -2.5212 1.0848
H -0.5263 -1.9885 3.2698
H 4.2499 1.9030 -2.1063
C 5.1182 -0.0064 -2.5263
H 4.8521 2.4524 0.0567
C -2.1363 3.7243 1.0264
C 3.7739 2.0519 7.0527
C 6.0919 -1.1817 2.3021
H -0.5845 -2.1454 -2.5539
I -1.6373 -2.7694 0.3063
C 0.9393 -4.6024 0.1749
H -2.0702 0.0300 3.3639
H 0.4692 -2.1889 -3.9771
C 3.2323 1.9731 5.7741
Te 2.4945 0.8728 3.0725
C 4.9365 0.1096 6.7603
H 2.7663 -7.5140 0.2201
C -1.4613 2.6415 -1.0322
H 2.5502 2.7404 5.4263
H 4.0249 6.2647 1.7922
C 2.6132 -4.6102 1.9247
H -3.4104 5.3256 -1.6717
C 2.7458 -2.1192 4.1616
H -0.7948 -2.1853 5.7109
H 5.6124 -0.6200 7.1934
C 1.3181 -2.2529 6.0925
H 3.4577 -2.2312 6.1795
C 2.9621 -5.9369 1.6413
C 5.6489 -2.4264 1.7038
C 1.6219 -2.0717 3.3334
C 3.5911 0.9043 4.9618
Os 0.0921 -0.7649 0.4996
H 5.8539 0.3923 -3.2105
C 4.5663 4.3686 0.9507
C 3.2210 -1.0949 -0.6293
H 5.5793 -2.0695 -2.9953
H 1.5358 -0.0880 -3.3031
C -1.8262 1.2261 5.1341
H 0.3635 3.5344 2.9290
H -0.3832 1.4072 -3.6994
C 1.8834 4.0899 0.3284
C -0.2729 -4.2355 -0.4672
H 3.7399 -2.0886 3.7288
H 2.1841 -1.4013 -0.8306
C -0.7968 -4.9102 -1.5352
C 2.4432 -6.5280 0.5297
C -0.2296 2.8785 3.5575
C 1.4353 -5.8883 -0.2254
C -1.6118 0.9106 3.7989
P 1.9755 1.4896 -0.5518
C -0.1617 -6.0573 -2.0357
H 0.8424 4.0008 0.0471
H -2.1735 3.5329 -2.8424
C -2.1545 3.5910 -1.7619
H 5.6198 4.4882 1.1698
H -2.1372 3.7761 2.1066
H -1.5121 0.1360 -3.1864
H 1.2037 -2.3495 7.1639
H 5.6119 0.8292 2.7011
H -1.4268 2.6201 6.7116
C 0.1960 -2.1713 5.2762
C -1.4417 2.7152 0.3620
C 0.5666 -0.3544 -2.8531
C 1.0715 0.9977 0.8669
C 0.3469 -2.0693 3.9042
H 3.9298 -3.0040 -1.4846
C -0.5421 0.3285 -3.6501
C 3.2905 0.3681 -0.9766
C -0.8136 1.7325 3.0102
C 4.2304 0.8418 -1.8798
H 3.5356 2.8795 7.7109
*
```

Atomic partial charges in e from the Mulliken method, atoms 1 to 5:
1 H 0.5120
2 H 0.5023
3 C -0.8471
4 C -0.6627
5 H 0.5291